Entry 1:
C24H13BrCl2MnN4O2 as an isolated structure, computed with wB97M-V/def2-TZVPD.

Summary:
**2S+1**: 5
**Molecular weight**: 595.14 u
**E_LUMO (alpha / beta)**: -4.94 / -5.15 eV
**Charge**: +1
**HOMO (alpha / beta)**: -10.3 / -10.4 eV
**Energy above the lowest of the compared OMol25 structures with the same formula, charge and spin**: 0.00 kJ/mol
**Total energy**: -5937.0568 hartree

Structure (XYZ):
```
47
C24H13BrCl2MnN4O2 wB97M-V/def2-TZVPD
Mn 0.77306 0.29481 0.47230
Br 2.95962 1.19731 9.41205
C 1.42537 0.46109 8.61746
C 1.56835 -0.50647 7.62580
C 0.44812 -1.04890 7.03300
C -0.82700 -0.61786 7.43419
C -0.95750 0.33096 8.45860
C 0.16664 0.87827 9.03931
N -2.00237 -1.11339 6.90388
N -2.03145 -1.87251 5.89206
C -1.64523 -1.64746 4.66776
C -1.64186 -2.80736 3.80531
C -1.10735 -2.80330 2.56800
C -0.56138 -1.58931 2.03665
O -0.00540 -1.52206 0.92631
C -0.70154 -0.35077 2.83273
N -0.28959 0.76750 2.19878
C -0.40403 1.92896 2.82743
C -0.97318 2.03066 4.09398
C -1.39515 0.89198 4.74204
C -1.23506 -0.35248 4.11571
H 2.55595 -0.83626 7.33528
H 0.55812 -1.81942 6.28164
H -1.94933 0.62059 8.77913
H 0.07617 1.61654 9.82337
H -2.04760 -3.71398 4.23597
H -1.06113 -3.69090 1.95329
H -0.04237 2.80320 2.30351
H -1.07921 3.00235 4.55448
H -1.85364 0.96545 5.71651
Cl 5.06561 -1.06527 -1.44465
C 4.31630 0.48258 -1.47302
C 4.98483 1.55638 -2.09648
C 4.42350 2.79735 -2.16226
Cl 5.26041 4.08855 -2.95336
C 3.14869 3.03562 -1.59006
C 2.45121 4.25664 -1.62693
C 1.20891 4.35097 -1.05445
C 0.66639 3.23394 -0.41197
N 1.29570 2.07528 -0.34262
C 2.51752 1.95175 -0.94881
C 3.07644 0.64805 -0.89653
O 2.37239 -0.30448 -0.31689
H 5.95541 1.37648 -2.53731
H 2.89980 5.10902 -2.11891
H 0.64550 5.27190 -1.08678
H -0.31005 3.28781 0.05543
```

Results of the natural (NBO) charge analysis, in e, for atoms 1 through 5: atom 1 (Mn): 1.307, atom 2 (Br): 0.126, atom 3 (C): -0.062, atom 4 (C): -0.242, atom 5 (C): -0.164

Entry 2:
C24H14Cl7N3O2Y as an isolated structure in a non-equilibrium geometry, computed with wB97M-V/def2-TZVPD.

Summary:
**Molecular weight**: 713.47 u
**E_LUMO**: 2.38 eV
**Charge**: -1
**HOMO**: -3.4 eV
**Energy above the lowest of the compared OMol25 structures with the same formula, charge and spin**: 96.18 kJ/mol
**Total energy**: -4497.4222 hartree

Structure (XYZ):
```
51
C24H14Cl7N3O2Y wB97M-V/def2-TZVPD
Y 0.23343 0.79695 0.19163
C -2.30585 2.20438 2.48216
C -2.81511 0.94547 2.20398
C -3.16018 0.60557 0.90449
C -3.02067 1.53488 -0.11712
C -2.51419 2.79825 0.16384
C -2.14697 3.12893 1.45942
H -2.04031 2.46937 3.49637
H -2.95534 0.23339 3.00502
H -3.55768 -0.37653 0.69226
H -3.31408 1.28474 -1.12467
H -2.41882 3.52479 -0.63020
H -1.75579 4.11306 1.68063
O 1.99215 -0.57686 0.64067
N 1.81502 -1.82571 0.37689
N 0.59990 -2.19240 0.22236
O -0.43556 -1.39510 0.31502
C 0.36261 -3.54259 -0.06499
C 1.40141 -4.47317 -0.08135
C 1.11700 -5.79303 -0.36847
C -0.18444 -6.19317 -0.63921
C -1.20960 -5.26023 -0.62815
C -0.94253 -3.93814 -0.34121
H 2.41009 -4.14897 0.12098
H 1.92242 -6.51335 -0.38739
H -0.39748 -7.22486 -0.86946
H -2.22517 -5.55038 -0.85291
H -1.72327 -3.19263 -0.34063
Cl -0.05454 -0.22056 3.42733
C 0.93148 1.19066 3.34629
C 0.92916 1.84485 2.11433
C 1.80341 2.92628 2.03417
Cl 1.83292 3.72117 0.49920
C 2.63328 3.33048 3.07099
Cl 3.74970 4.61998 2.86037
C 2.57462 2.65174 4.28558
Cl 3.61420 3.10653 5.57730
C 1.69696 1.58167 4.43787
Cl 1.60538 0.76262 5.94841
Cl 2.40185 1.17206 -1.68265
C 1.36137 1.13967 -3.09413
C 1.90391 1.13264 -4.35119
C 1.07193 1.08912 -5.46400
C -0.30718 1.05344 -5.27249
C -0.82807 1.05519 -4.00634
Cl -2.54655 0.98179 -3.78893
C -0.04944 1.08753 -2.79799
N -0.54731 1.08531 -1.60889
H 2.97837 1.15611 -4.46597
H 1.49037 1.07146 -6.45748
H -0.97680 1.01763 -6.12171
```

Results of the natural (NBO) charge analysis, in e, for atoms 1 through 5: atom 1 (Y): 1.859, atom 2 (C): -0.231, atom 3 (C): -0.206, atom 4 (C): -0.245, atom 5 (C): -0.187

Entry 3:
C24H14F2O12V2 as an isolated structure in a non-equilibrium geometry, computed with wB97M-V/def2-TZVPD.

Summary:
**Molecular weight**: 634.25 u
**E_LUMO**: 0.18 eV
**Charge**: -2
**HOMO**: -1.8 eV
**Energy above the lowest of the compared OMol25 structures with the same formula, charge and spin**: 0.00 kJ/mol
**Total energy**: -3913.1223 hartree

Structure (XYZ):
```
54
C24H14F2O12V2 wB97M-V/def2-TZVPD
O -1.56267 -1.94631 2.51392
V -0.02022 -2.31689 2.38754
O 0.27782 -3.43540 3.51687
O 6.87993 -3.13562 4.61048
V 6.15455 -2.09784 3.72579
O 4.90297 -2.68371 2.87519
C 2.08480 3.36032 1.66202
C 2.83017 4.45422 1.29459
C 4.22638 4.67919 1.90963
O 5.06654 5.60757 1.57014
C 4.79594 3.85601 2.87161
C 4.12592 2.57858 3.12088
C 2.59012 2.36249 2.59628
O 2.05440 1.22080 2.83048
O 4.62349 1.63820 3.74169
O 2.33655 5.13410 0.34266
H 1.11405 3.23799 1.20477
H 5.74323 4.04448 3.35486
C 2.47332 -0.02509 -2.92983
C 2.47530 -1.44378 -2.44614
C 3.52882 -2.47580 -3.12446
O 3.70231 -3.61385 -2.58677
C 4.22290 -2.09014 -4.40527
C 4.09905 -0.76723 -4.82337
C 3.23479 0.25167 -4.02598
O 3.29107 1.53031 -4.20519
O 4.60119 -0.53105 -5.97449
O 1.82357 -1.76403 -1.50208
H 1.87240 0.68834 -2.38548
H 4.69095 -2.84754 -5.01656
F -7.95914 3.11035 3.41207
C -6.70938 3.58588 3.70447
C -5.56818 2.79769 3.78643
C -4.31959 3.39792 3.93434
C -4.19541 4.75682 4.04362
C -5.35376 5.60981 4.07418
C -6.60892 5.05035 3.84802
H -5.70244 1.72894 3.70804
H -3.42274 2.79752 3.97413
H -3.21984 5.18314 4.22508
H -5.26850 6.68072 4.18498
H -7.38490 5.79996 3.79990
F -2.90322 -4.99524 -1.38718
C -2.86065 -5.14857 -2.77971
C -2.65814 -6.42081 -3.27167
C -2.32529 -6.58487 -4.59719
C -2.43931 -5.50332 -5.48915
C -2.94554 -4.25944 -5.05006
C -2.97343 -4.06428 -3.65305
H -2.67213 -7.25806 -2.58961
H -2.03904 -7.52178 -5.05177
H -2.37439 -5.67607 -6.55326
H -3.19860 -3.45959 -5.73020
H -3.13699 -3.07731 -3.24619
```

Results of the Löwdin charge analysis, in e, for atoms 1 through 5: atom 1 (O): -0.441, atom 2 (V): 1.047, atom 3 (O): -0.446, atom 4 (O): -0.471, atom 5 (V): 0.941

Entry 4:
C24H16Cl2N6O3V as an isolated structure, computed with wB97M-V/def2-TZVPD.

Summary:
**2S+1**: 4
**Molecular weight**: 558.28 u
**E_LUMO (alpha / beta)**: -0.54 / -0.68 eV
**HOMO (alpha / beta)**: -7.0 / -7.3 eV
**Energy above the lowest of the compared OMol25 structures with the same formula, charge and spin**: 0.00 kJ/mol
**Total energy**: -3342.9954 hartree

Structure (XYZ):
```
52
C24H16Cl2N6O3V wB97M-V/def2-TZVPD
V 0.01389 -0.74619 0.98293
Cl -0.69386 5.62444 3.53748
C -1.06190 4.04523 2.92513
C -0.01428 3.15752 2.71440
C -0.26367 1.88377 2.22136
N 0.70947 0.90545 1.95958
C 2.02252 1.06016 2.16625
O 2.65141 2.01021 2.62012
C 2.80120 -0.18961 1.76469
C 4.17062 -0.23238 1.97466
C 4.87165 -1.37409 1.63374
C 4.18178 -2.44965 1.09172
C 2.81835 -2.32873 0.90619
N 2.13400 -1.22502 1.22412
C -1.60081 1.49595 1.93956
C -2.63509 2.39567 2.16082
C -2.36462 3.66781 2.64919
Cl -3.69041 4.75655 2.89873
N -1.74793 0.19565 1.42580
C -2.92096 -0.39530 1.16482
O -4.06745 0.01657 1.30717
C -2.72291 -1.79575 0.59240
C -3.83148 -2.55534 0.25472
C -3.64661 -3.81922 -0.27488
C -2.35426 -4.29134 -0.45362
C -1.30051 -3.47449 -0.09128
N -1.46980 -2.25239 0.42100
H 0.99629 3.45778 2.93905
H 4.63860 0.64050 2.40709
H 5.94080 -1.43074 1.79073
H 4.68525 -3.36608 0.81837
H 2.24019 -3.14484 0.48786
H -3.65313 2.10373 1.95942
H -4.80755 -2.12244 0.42125
H -4.49677 -4.43105 -0.54681
H -2.16109 -5.27212 -0.86429
H -0.27565 -3.80445 -0.21358
N 0.35257 2.54680 -5.34558
C 0.71421 1.26162 -5.09820
O 1.15090 0.51726 -5.94998
C 0.52738 0.78664 -3.67963
C -0.37844 1.34768 -2.79264
C -0.47311 0.83060 -1.51257
N 0.28053 -0.19191 -1.08885
C 1.14617 -0.73417 -1.95386
C 1.29401 -0.28505 -3.25001
H 0.54107 2.90740 -6.26586
H 0.20810 3.20308 -4.59984
H -1.03195 2.16016 -3.07932
H -1.16647 1.24270 -0.79042
H 1.74631 -1.55453 -1.58180
H 1.99344 -0.75403 -3.92731
```

Results of the natural (NBO) charge analysis, in e, for atoms 1 through 5: atom 1 (V): 1.228, atom 2 (Cl): 0.008, atom 3 (C): -0.075, atom 4 (C): -0.264, atom 5 (C): 0.201